(1)
Formula: C34H50P2Sn
Source: OMol25
Level of theory: ωB97M-V/def2-TZVPD

Values from the calculation:
total charge: +2
orbital gap (alpha / beta): 3.82 / 3.82 eV
HOMO energy (alpha / beta): -12.7 / -12.7 eV

Each line ends with the Mulliken charge.
CARTESIAN COORDINATES (ANGSTROEM)
Sn 1.0601 1.4751 0.1237  0.363
C -3.8437 -0.6389 0.8167  0.903
C -3.4482 0.2890 -0.1819  0.462
C -3.5732 -1.7857 -1.1555  0.747
C -3.8800 -1.9304 0.2237  0.465
C -3.2562 -0.4222 -1.3967  0.797
C -4.1356 -0.3031 2.2227  -1.361
H -4.6730 0.6523 2.2791  0.434
H -3.2194 -0.1976 2.8187  0.123
H -4.7613 -1.0780 2.6790  0.463
C -4.1508 -3.2035 0.9218  -1.548
H -4.6891 -3.0242 1.8598  0.404
H -3.2151 -3.7288 1.1727  0.274
H -4.7482 -3.8771 0.2920  0.348
C -3.5538 -2.8574 -2.1703  -1.465
H -4.2815 -3.6397 -1.9204  0.343
H -2.5650 -3.3304 -2.2572  0.282
H -3.8098 -2.4503 -3.1557  0.469
C -2.7937 0.1516 -2.6742  -1.179
H -3.2040 -0.4107 -3.5222  0.413
H -1.6949 0.1257 -2.7566  0.159
H -3.1079 1.1996 -2.7617  0.368
C -3.2613 1.7397 -0.0043  -1.731
H -3.8102 2.1063 0.8711  0.423
H -3.6047 2.2896 -0.8904  0.457
H -2.2006 1.9943 0.1340  0.045
C 3.0249 2.0703 0.3420  -0.501
C 2.3757 1.9728 1.6437  0.567
C 2.0743 3.1927 2.5160  -0.868
C 0.7611 3.8845 2.1034  -1.047
C 0.1290 3.1533 0.9129  0.261
C 0.6615 3.3881 -0.4392  -0.608
C 1.9533 4.1832 -0.6434  -1.072
C 3.2754 3.4483 -0.2578  -0.998
H 2.9182 3.8977 2.5476  0.351
H 0.9296 4.9583 1.9030  0.392
H 1.9716 2.8269 3.5532  0.352
H 3.8926 4.1023 0.3937  0.376
H 3.8166 1.3312 0.1466  0.675
H 2.4927 1.0494 2.2209  -0.231
H 3.8648 3.3001 -1.1792  0.435
H 2.0044 4.3905 -1.7246  0.456
H -0.0971 3.5133 -1.2294  0.735
H 1.9509 5.1674 -0.1462  0.353
H 0.0783 3.8346 2.9717  0.319
H -0.9468 3.0329 1.0191  0.238
P 0.1397 0.6018 4.9693  -0.080
P 1.0511 -0.7815 -4.3503  0.137
C 0.9009 -0.0081 -1.4794  0.260
C 1.2684 0.4062 -2.8954  -0.764
H -0.1392 -0.3659 -1.4101  -0.385
H 1.5690 -0.8224 -1.1488  -0.211
H 0.6800 1.2672 -3.2553  0.353
H 2.3475 0.6133 -2.9733  0.739
C 2.4375 -1.9363 -3.9711  -0.686
H 2.4833 -2.7436 -4.7185  0.431
H 2.2341 -2.3756 -2.9852  -0.079
H 3.3954 -1.3960 -3.9467  0.325
C 1.9061 0.3423 -5.5750  -1.182
H 2.8899 0.6568 -5.1879  0.371
H 1.2703 1.2336 -5.7026  0.354
H 2.0412 -0.1291 -6.5618  0.398
C -0.8829 0.1681 3.6630  -0.726
H -0.8517 0.6221 2.6592  0.503
H -1.5170 -0.7282 3.7445  0.414
H 0.9394 -0.9790 2.5053  0.229
C -0.4480 2.1780 5.7636  -0.862
H -1.5011 2.4654 5.6223  0.319
H 0.2282 3.0052 5.4766  0.238
H -0.2786 1.9005 6.8287  0.361
C 0.3088 -4.2095 -1.0778  -1.148
C -0.6151 -3.4899 -0.3039  -0.577
C -0.1806 -2.5762 0.6351  -0.297
C 1.1990 -2.4343 0.9220  -0.110
C 1.6715 -1.5157 1.8862  0.013
C 3.0316 -1.3265 2.0757  -0.493
C 3.9603 -2.0327 1.2890  -0.669
C 3.5332 -2.9920 0.3917  -1.051
C 2.1527 -3.1921 0.1565  1.536
C 1.6627 -4.0648 -0.8399  -0.695
H -0.0645 -4.8855 -1.8457  0.450
H -1.6804 -3.6468 -0.4347  0.717
H -0.8922 -1.9582 1.1870  0.356
H 3.3955 -0.6235 2.8269  0.518
H 5.0223 -1.8210 1.3951  0.461
H 4.2526 -3.6215 -0.1328  0.429
H 2.3698 -4.6474 -1.4237  0.457

Forces on atoms 1 to 3 (eV/Å):
-2.120 -5.882 -2.964
0.693 2.141 0.162
0.381 -0.135 -1.652

(2)
Formula: C4H19NO5
Source: OMol25
Level of theory: ωB97M-V/def2-TZVPD

Values from the calculation:
orbital gap: 8.76 eV
HOMO energy: -8.4 eV

Each line ends with the Mulliken charge.
CARTESIAN COORDINATES (ANGSTROEM)
C -1.4675 2.0683 -0.4268  -1.560
N 0.7862 1.8377 1.4678  -0.467
C -0.0778 0.7816 1.1916  0.514
C -0.9615 0.8022 0.1819  -0.005
C 0.2654 -0.5211 1.8554  -0.762
H -2.1454 1.8443 -1.2447  0.310
H -2.0190 2.7176 0.2575  0.402
H -0.7127 2.7164 -0.8922  0.328
H 0.6164 2.7206 1.0140  0.212
H 1.1020 1.9512 2.3811  0.192
H -1.2339 -0.1630 -0.2081  0.289
H -0.4652 -1.3066 1.6916  -0.148
H 0.1841 -0.2832 2.9188  0.340
H 1.1886 -1.0754 1.6557  0.356
H 2.4067 1.1721 0.0742  0.342
H 2.2262 -0.1899 -0.5040  0.323
O 2.7848 0.5885 -0.5923  -0.676
H -1.9446 -2.6676 2.7241  0.313
H -0.5770 -2.8479 3.2367  0.343
O -1.4403 -2.5752 3.5425  -0.642
H -1.5879 0.2201 -3.7771  0.270
H -0.1418 -0.0105 -3.1936  0.402
O -1.0793 -0.2603 -3.1217  -0.603
H -0.7408 -2.7162 -1.2343  0.327
H 0.1239 -2.9148 -0.1522  0.303
O -0.6816 -3.3419 -0.4892  -0.646
H 2.5023 0.0880 -3.0181  0.299
H 1.5044 0.9921 -2.3023  0.366
O 1.5851 0.3728 -3.0364  -0.722

Forces on atoms 1 to 3 (eV/Å):
-0.166 0.306 -0.827
-0.303 0.233 -1.150
0.613 -1.176 -1.907

(3)
Formula: C19H27N5O4S2
Source: OMol25
Level of theory: ωB97M-V/def2-TZVPD

Values from the calculation:
orbital gap: 8.50 eV
HOMO energy: -8.4 eV

Each line ends with the Mulliken charge.
CARTESIAN COORDINATES (ANGSTROEM)
C -1.2173 5.4533 0.7667  -0.872
H -2.0398 5.6436 0.0823  0.388
H -0.8919 4.4233 0.6465  0.146
H -1.5764 5.5865 1.7830  0.251
C -0.0618 6.4002 0.4562  -0.691
N 1.1650 6.0353 1.1454  0.167
C 2.0361 5.2540 0.4795  0.586
O 1.8824 4.9304 -0.6827  -0.669
C 3.2893 4.8116 1.2407  -0.560
H 4.0856 5.5478 1.1268  0.386
H 3.1084 4.5957 2.2891  0.349
S 3.8895 3.2855 0.4668  -0.253
C 2.4138 2.4015 0.6624  0.066
N 1.4410 2.7221 1.4789  0.160
N 0.4756 1.8141 1.3255  -0.922
C 0.8499 0.9476 0.4166  0.215
N 2.1040 1.2788 -0.0415  0.094
C 2.9652 0.6172 -0.9790  -1.084
H 4.0010 0.8123 -0.6994  0.370
H 2.7780 -0.4559 -0.9572  0.495
H 2.8021 1.0023 -1.9881  0.303
C 0.0331 -0.1774 0.0006  0.629
C 0.0643 -0.6908 -1.2971  -0.684
C -0.7429 -1.7615 -1.6351  -0.702
C -1.5842 -2.3086 -0.6863  -0.040
C -1.6532 -1.7920 0.5944  -0.385
C -0.8451 -0.7260 0.9389  -0.728
H -0.8791 -0.2942 1.9264  0.496
H -2.3453 -2.2301 1.2963  0.543
S -2.5798 -3.7178 -1.1528  1.450
O -3.4772 -4.0276 -0.0735  -0.669
O -3.1299 -3.5046 -2.4582  -0.755
N -1.3555 -4.8640 -1.3096  -0.003
C -1.5491 -5.8631 -2.3441  -0.748
H -2.0006 -5.3595 -3.1979  0.435
C -2.4518 -6.9919 -1.8423  -0.433
H -2.5109 -7.8012 -2.5719  0.376
O -1.9321 -7.5634 -0.6612  -0.417
C -1.8339 -6.6016 0.3672  -0.509
H -1.4234 -7.1234 1.2333  0.378
C -0.9241 -5.4413 -0.0512  -0.678
H -0.9414 -4.6533 0.7021  0.360
H 0.1030 -5.7981 -0.1830  0.386
H -2.8284 -6.2021 0.6083  0.336
H -3.4574 -6.5863 -1.6547  0.313
H -0.5654 -6.2580 -2.6177  0.347
H -0.7450 -2.1743 -2.6309  0.459
H 0.6868 -0.2373 -2.0516  0.515
C 1.3024 6.4021 2.5398  -0.843
C 0.7907 5.3256 3.5034  -0.733
H 1.0124 4.3338 3.1154  0.113
H -0.2850 5.3975 3.6308  0.352
H 1.2565 5.4454 4.4783  0.332
H 2.3537 6.6230 2.7425  0.453
H 0.7440 7.3303 2.6886  0.345
H 0.1583 6.3618 -0.6130  0.388
H -0.3197 7.4277 0.7282  0.395

Forces on atoms 1 to 3 (eV/Å):
0.168 0.139 -0.051
-0.137 0.008 -0.042
-0.002 -0.130 -0.017

ΔE to the lowest compared entry with this formula, charge and spin / kJ/mol: 663.5 98.6 20.1